Formula: C22H25N3O5
Source: the Open Molecules 2025 dataset
Level of theory: the ωB97M-V functional and the def2-TZVPD basis

Geometry as XYZ:
```
55
C22H25N3O5 the ωB97M-V functional and the def2-TZVPD basis
C -5.9935 -2.0108 -1.2167
C -5.5642 -1.2436 0.0303
O -4.3151 -0.5982 -0.1323
C -3.1656 -1.3115 -0.0777
C -3.0620 -2.6674 0.2350
C -1.8249 -3.2773 0.2755
C -0.6682 -2.5530 -0.0029
C -0.7679 -1.1941 -0.3140
C -1.9993 -0.5849 -0.3457
H -2.0945 0.4647 -0.5735
H 0.1265 -0.6262 -0.5223
C 0.6172 -3.1989 0.0527
N 0.8974 -4.4039 0.4410
N 2.2355 -4.5536 0.3747
C 2.7135 -3.4236 -0.0516
N 4.0323 -3.1588 -0.2609
C 4.6351 -1.9657 -0.6450
O 5.7646 -1.9836 -1.0715
C 3.8097 -0.7494 -0.4756
C 3.6849 0.1441 -1.5242
C 2.8663 1.2566 -1.3984
C 2.1764 1.4954 -0.2206
C 2.3438 0.6085 0.8737
C 3.1594 -0.4958 0.7362
H 3.3045 -1.1762 1.5611
O 1.6456 0.9341 1.9949
C 1.6975 0.0557 3.0913
H 1.0447 0.4906 3.8463
H 2.7116 -0.0270 3.4962
H 1.3275 -0.9409 2.8271
O 1.3261 2.5199 -0.0002
C 1.0595 3.4332 -1.0439
C -0.0074 4.4184 -0.5532
C -1.2972 3.6712 -0.2236
H -1.6845 3.1665 -1.1065
H -1.1036 2.9309 0.5482
H -2.0545 4.3628 0.1366
C 0.5034 5.1839 0.6641
H 0.7380 4.4854 1.4626
H 1.4021 5.7445 0.4163
H -0.2519 5.8813 1.0175
H -0.1972 5.1237 -1.3703
H 0.6924 2.8981 -1.9310
H 1.9761 3.9755 -1.3154
H 2.7672 1.9301 -2.2342
H 4.2082 -0.0434 -2.4485
H 4.6258 -3.9804 -0.2632
O 1.7499 -2.5145 -0.2920
H -1.7339 -4.3234 0.5205
H -3.9375 -3.2574 0.4546
H -6.2651 -0.4265 0.2224
H -5.5503 -1.8991 0.9091
H -5.2914 -2.8090 -1.4449
H -6.9787 -2.4411 -1.0602
H -6.0340 -1.3361 -2.0681
```

Results
Spin multiplicity: 1
Net charge: 0
E in hartree: -1393.78456

=====

Formula: C4H11NO2
Source: the Open Molecules 2025 dataset
Level of theory: the ωB97M-V functional and the def2-TZVPD basis

Geometry as XYZ:
```
18
C4H11NO2 the ωB97M-V functional and the def2-TZVPD basis
C 2.1752 -1.7719 0.5320
C 1.3780 -0.8002 -0.3813
C -0.1362 -0.8512 -0.1611
C -0.8800 0.1948 -0.9920
N -0.8385 1.4984 -0.4085
O -1.1871 0.0227 -2.1376
H 2.6350 -2.5997 0.0033
H 2.9452 -1.1880 1.0405
H 1.4932 -2.0995 1.3177
H 1.4841 -1.1332 -1.4171
H 1.7548 0.2048 -0.2162
H -0.3223 -0.4185 0.8424
H -0.7369 -1.7615 -0.1625
H 0.0783 1.6204 -0.0075
H -0.8913 2.1742 -1.1610
H -1.2417 0.7770 2.9528
H -1.2429 2.1784 2.3355
O -0.6652 1.4955 2.6563
```

Results
Spin multiplicity: 1
Net charge: 0
E in hartree: -364.23600

=====

Formula: C7H11NO3
Source: the Open Molecules 2025 dataset
Level of theory: the ωB97M-V functional and the def2-TZVPD basis

Geometry as XYZ:
```
22
C7H11NO3 the ωB97M-V functional and the def2-TZVPD basis
C -0.7550 0.0451 -2.0556
C -0.1284 0.0150 -0.5944
C 1.1568 0.8843 -0.5320
C 1.5674 1.1621 0.8942
C -1.2425 0.3864 0.3631
C -1.6401 -0.9013 1.0927
C 0.1990 -1.4442 -0.2205
H 0.0392 -0.1785 -2.8262
H -1.5394 -0.7882 -2.1907
H -1.2887 1.0355 -2.2181
H 1.9608 0.3236 -1.0777
H 0.9834 1.8133 -1.1091
H 2.6324 1.5803 0.9118
H 0.9226 1.9509 1.2972
H 1.8413 0.0673 2.5483
H -1.0451 1.1233 1.1603
H -2.1252 0.8322 -0.1827
H -0.7778 -2.8136 1.1178
N -0.8297 -1.9156 0.6278
O 1.4141 0.0261 1.6821
O -2.4098 -1.0483 1.9767
O 1.0647 -2.1558 -0.6649
```

Results
Spin multiplicity: 1
Net charge: 0
E in hartree: -553.83591

=====

Formula: FHI2OP
Source: the Open Molecules 2025 dataset
Level of theory: the ωB97M-V functional and the def2-TZVPD basis

Geometry as XYZ:
```
6
FHI2OP the ωB97M-V functional and the def2-TZVPD basis
O -1.2693 0.0912 1.5311
F -0.6063 -0.8698 -1.5756
P -0.0026 0.4358 1.1558
I 0.9228 2.6501 0.9177
I 1.3414 -1.4571 0.5482
H -0.3859 -0.8503 -2.5771
```

Results
Spin multiplicity: 1
Net charge: +1
E in hartree: -1112.14793

=====

Formula: C4H9N2O3P
Source: the Open Molecules 2025 dataset
Level of theory: the ωB97M-V functional and the def2-TZVPD basis

Geometry as XYZ:
```
19
C4H9N2O3P the ωB97M-V functional and the def2-TZVPD basis
N 1.9449 -0.7378 1.6067
P 1.7764 -0.3692 0.1209
O 2.4624 1.0174 -0.2811
O 2.3624 -1.3938 -0.9734
C 0.0466 -0.1111 -0.3211
C -0.5452 1.2089 0.2408
C -2.0273 0.9391 -0.0526
C -2.1428 -0.5827 -0.0278
O -3.1313 -1.2237 -0.2381
N -0.8375 -1.1524 0.1843
H 2.4485 -1.6105 1.7203
H 2.2298 1.2916 -1.1804
H 1.6699 -1.9169 -1.4018
H -0.0902 -0.0486 -1.4099
H -0.4279 1.1494 1.3284
H -0.1132 2.1244 -0.1531
H -2.7023 1.3762 0.6887
H -2.3756 1.3211 -1.0183
H -0.6447 -1.3463 1.1664
```

Results
Spin multiplicity: 1
Net charge: 0
E in hartree: -834.46001

=====

Energy above the lowest of the compared OMol25 structures with the same formula, charge and spin: 340.0, 84.5, 0.0, 247.1, 0.0 (kJ/mol)